C27H39BIrN6OSi as an isolated structure. Source: OMol25; level of theory: ωB97M-V with the def2-TZVPD basis set.

Last column: Mulliken charge in e.
CARTESIAN COORDINATES (ANGSTROEM)
1 Ir 0.09887 0.30982 0.18389  0.21
2 Si -0.19169 -1.96526 -2.47160  0.87
3 O 0.44258 -0.83689 -1.41184  -0.76
4 N -1.36345 -1.09196 0.52720  0.87
5 N -1.58243 2.60967 -0.62102  -0.50
6 N -0.81133 1.10141 1.86247  1.14
7 N -1.05087 1.43215 -1.03486  1.43
8 N -5.06109 -4.73487 1.76408  -0.37
9 N -1.69206 2.11901 1.91200  0.05
10 C 2.00576 1.62646 3.30621  -1.73
11 C -2.06158 -1.99862 -2.42772  -0.97
12 C -1.65836 1.17492 3.92440  -1.49
13 C 2.40781 -1.23980 2.75922  -2.17
14 C 0.37500 -1.49643 -4.18556  -1.28
15 C -1.49854 2.64429 -2.84591  -1.12
16 C -3.64012 -1.65580 0.88689  -0.74
17 C -2.65723 -0.74229 0.57263  0.19
18 C -1.00370 -2.35699 0.78561  -0.35
19 C 2.01019 1.57741 -0.50671  1.16
20 C 3.29887 0.03346 -2.01758  -2.07
21 C -0.81009 0.50484 3.07001  -0.37
22 C -1.92873 -3.32462 1.10761  -0.63
23 C 2.23628 -0.26134 1.62729  0.78
24 C 1.98029 1.10704 1.90799  1.61
25 C -4.26917 -3.94901 1.49633  -0.47
26 C -2.19652 2.19044 3.14473  -0.42
27 C -0.96852 1.45666 -2.37717  -0.78
28 C 1.26675 3.40177 1.07117  -1.88
29 C 2.58693 -0.63946 0.30752  0.95
30 C 1.67839 1.97819 0.82423  0.47
31 C 1.88953 2.56489 -1.63081  -2.16
32 C 2.96686 -2.04582 -0.02947  -2.14
33 C 2.67001 0.34250 -0.71056  0.85
34 C 0.45492 -3.67690 -2.10130  -1.32
35 C -1.87451 3.33745 -1.70577  -0.46
36 C -3.27450 -2.96942 1.16188  0.39
37 B -2.37864 2.84340 0.70296  -0.51
38 H 0.05159 -2.58331 0.71673  0.33
39 H 4.03403 -2.19957 0.15875  0.35
40 H 0.05709 -0.50640 -4.52048  0.41
41 H 2.40523 -2.27181 2.42736  0.44
42 H -0.19282 -0.35726 3.25247  0.53
43 H 3.70344 0.92735 -2.48570  0.44
44 H -2.41359 -2.50474 -3.33036  0.66
45 H 1.80373 2.07024 -2.59401  0.57
46 H 2.42590 -2.77887 0.56306  0.54
47 H 2.09708 4.06571 0.81873  0.42
48 H -2.37163 4.28724 -1.59329  0.50
49 H 1.53569 -3.75731 -2.23409  0.38
50 H 3.37338 -1.06053 3.23907  0.40
51 H 2.53959 -0.39097 -2.68315  0.43
52 H -0.05094 -2.21136 -4.89519  0.51
53 H -2.51701 -1.00586 -2.42136  0.26
54 H -2.40862 4.02288 0.90232  -0.08
55 H 0.00515 -4.37780 -2.81023  0.51
56 H -1.59702 2.95883 -3.86984  0.55
57 H 1.45898 -1.55910 -4.30400  0.33
58 H 0.20922 -4.04712 -1.10543  0.29
59 H -4.67463 -1.34473 0.91478  0.61
60 H -2.45878 -2.56672 -1.58363  0.21
61 H -1.85938 0.96213 4.95944  0.58
62 H -3.47117 2.34590 0.57605  0.04
63 H 0.42434 3.68814 0.44705  0.23
64 H 2.11143 0.84534 4.05028  0.42
65 H -2.90169 0.28980 0.36305  -0.07
66 H 1.03298 3.22055 -1.50676  0.41
67 H 1.64917 -1.12844 3.53022  0.44
68 H 2.78371 3.19455 -1.65320  0.46
69 H 4.10055 -0.69422 -1.91335  0.39
70 H 0.99239 3.58498 2.10337  0.42
71 H 2.77134 -2.25381 -1.07626  0.35
72 H 2.87076 2.29245 3.39951  0.37
73 H -0.50117 0.65021 -2.91175  0.51
74 H 1.12548 2.21737 3.54860  0.47
75 H -2.93120 2.94263 3.38215  0.52
76 H -1.60852 -4.33667 1.31061  0.60

Properties
Charge ... +2
DFT total energy ... -1874.21648 Ha
Multiplicity ... 2
E_LUMO (alpha / beta) ... -6.93 / -8.85 eV
⟨S²⟩ ... 0.761
Energy above the lowest of the compared OMol25 structures with the same formula, charge and spin ... 0.5 kcal per mole